DFT (the ωB97M-V functional and the def2-TZVPD basis) results for C18H28IMgN4S as an isolated structure in a non-equilibrium geometry.

Positions of all 53 atoms, in Å:
Mg (0.926, 0.168, 1.387)
I (3.662, -0.528, 1.989)
C (3.080, -2.415, 1.108)
C (4.062, -3.366, 1.131)
C (3.820, -4.641, 0.601)
C (2.604, -4.917, 0.049)
C (1.586, -3.944, 0.011)
C (0.339, -4.260, -0.565)
C (-0.666, -3.339, -0.598)
C (-0.456, -2.067, -0.040)
C (0.734, -1.691, 0.539)
C (1.792, -2.637, 0.562)
H (5.031, -3.149, 1.558)
H (4.600, -5.386, 0.638)
H (2.394, -5.889, -0.370)
H (0.203, -5.250, -0.971)
H (-1.622, -3.583, -1.037)
H (-1.277, -1.357, -0.062)
N (0.121, -0.367, 3.443)
C (-1.345, -0.399, 3.461)
C (-1.941, 1.002, 3.364)
C (-1.751, 1.668, 2.006)
N (-0.339, 1.949, 1.766)
H (0.457, -1.316, 3.594)
H (0.449, 0.179, 4.240)
H (-1.719, -0.859, 4.386)
H (-1.674, -1.004, 2.610)
H (-1.498, 1.639, 4.137)
H (-3.009, 0.935, 3.573)
H (-2.347, 2.592, 1.983)
H (-2.115, 1.009, 1.207)
H (0.008, 2.536, 2.527)
H (-0.249, 2.499, 0.915)
C (-1.914, 0.841, -4.199)
C (-1.732, 0.325, -2.773)
N (-0.404, 0.545, -2.227)
C (0.070, 1.656, -1.644)
S (1.572, 1.596, -0.893)
N (-0.681, 2.773, -1.635)
C (-0.192, 4.070, -1.202)
C (0.235, 4.942, -2.376)
H (-2.931, 0.642, -4.521)
H (-1.235, 0.333, -4.876)
H (-1.733, 1.910, -4.271)
H (-1.899, -0.755, -2.763)
H (-2.470, 0.786, -2.106)
H (0.244, -0.232, -2.243)
H (-1.489, 2.806, -2.239)
H (0.664, 3.903, -0.542)
H (-0.998, 4.563, -0.650)
H (1.047, 4.469, -2.922)
H (0.579, 5.905, -2.008)
H (-0.598, 5.110, -3.054)

- E (eV) = -49459.1290
- charge = +1
- HOMO-LUMO gap (Eh) = 0.29325
- largest force on an atom (eV/A) = 1.1
- HOMO energy (eV) = -10.378
- energy above the lowest of the compared OMol25 structures with the same formula, charge and spin (kcal per mole) = 6.09